Entry 1:
Entry from the Open Molecules 2025 dataset: 2 unconnected molecules or ions with the total composition C7H14NO3 at a distorted geometry (ωB97M-V/def2-TZVPD).

Properties
**Frontier orbital gap**: 7.92 eV
**DFT total energy**: -15119.760 eV
**Largest force on an atom**: 2.138 eV/A
**Energy above the lowest of the compared OMol25 structures with the same formula, charge and spin**: 14.7 kcal per mole
**HOMO level**: -4.44 eV

Structure (ORCA input):
```
! RIJCOSX wB97M-V def2-TZVPD def2/J DEFGRID3
* xyz -1 1
C 1.42 -0.98 0.69
C 1.35 -2.51 0.72
C 0.98 0.93 2.17
C -1.58 -1.17 0.81
C -0.80 -0.60 1.97
O -1.27 -0.24 3.02
N 0.56 -0.39 1.73
H 2.37 -0.45 0.74
H 1.07 -0.60 -0.26
H 1.29 -2.88 -0.28
H 0.61 -2.74 1.49
H 1.55 1.46 1.41
H -2.64 -1.19 0.99
H 2.19 -2.99 1.22
H 0.16 1.66 2.23
H 1.34 0.98 3.19
H -1.38 -0.43 0.03
H -1.18 -2.13 0.50
C -1.44 2.11 -2.75
C -0.20 1.15 -2.70
O -0.06 0.62 -1.57
O 0.44 0.99 -3.74
H -2.24 1.71 -3.38
H -1.23 3.12 -3.10
H -1.87 2.21 -1.76
*
```

***

Entry 2:
Entry from the Open Molecules 2025 dataset: 2 unconnected molecules or ions with the total composition C2H3N2O2 at a distorted geometry (ωB97M-V/def2-TZVPD).

Properties
**Frontier orbital gap (spin up / spin down)**: 8.01 / 8.26 eV
**DFT total energy**: -9190.867 eV
**Largest force on an atom**: 3.937 eV/A
**Energy above the lowest of the compared OMol25 structures with the same formula, charge and spin**: 157.7 kcal per mole
**HOMO level (spin up / spin down)**: -3.78 / -3.97 eV

Structure (ORCA input):
```
! RIJCOSX wB97M-V def2-TZVPD def2/J DEFGRID3
* xyz -1 1
C 1.72 0.25 -0.36
C 1.03 -0.37 0.56
N -1.14 0.74 0.50
N -1.97 -0.07 0.01
O -3.04 0.59 -0.24
O -1.83 -1.26 -0.10
H 2.83 0.14 -0.65
H 1.03 0.88 -1.04
H 1.37 -0.89 1.33
*
```

***

Entry 3:
Entry from the Open Molecules 2025 dataset: a molecular structure, C19H28F4I2NbO12 at a distorted geometry (ωB97M-V/def2-TZVPD).

Properties
**Frontier orbital gap**: 6.62 eV
**DFT total energy**: -73343.438 eV
**Largest force on an atom**: 2.120 eV/A
**Energy above the lowest of the compared OMol25 structures with the same formula, charge and spin**: 0.0 kcal per mole
**HOMO level**: -4.65 eV

Structure (ORCA input):
```
! RIJCOSX wB97M-V def2-TZVPD def2/J DEFGRID3
* xyz -1 1
C 3.99 2.91 1.95
C 3.24 4.17 2.42
C 2.34 4.77 1.33
Nb 0.27 3.86 1.16
C -0.63 5.93 1.42
C -1.89 3.18 0.76
I -2.55 3.50 -1.26
C -2.74 2.62 1.62
C -2.35 2.33 3.05
I -4.73 2.00 1.17
H 5.05 3.01 2.18
H 3.60 2.03 2.44
H 3.91 2.80 0.87
H 3.97 4.93 2.71
H 2.61 3.93 3.27
H 2.25 5.85 1.45
H 2.80 4.63 0.35
H 0.20 3.64 2.97
H 0.87 2.12 1.09
H 0.52 4.02 -0.66
H -0.04 6.59 2.06
H -0.77 6.40 0.45
H -1.63 5.87 1.87
H -3.25 2.10 3.62
H -1.87 3.18 3.51
H -1.72 1.45 3.10
C -2.53 -1.01 -1.88
C -1.34 -0.11 -2.07
O -0.46 -0.93 -2.85
C -1.23 -1.79 -3.56
O -0.85 -2.43 -4.48
O -2.50 -1.80 -3.09
F -0.74 0.20 -0.91
H -2.41 -1.66 -1.02
H -3.47 -0.47 -1.80
H -1.55 0.81 -2.62
C -1.02 -5.27 -2.77
C -1.60 -6.44 -2.01
O -1.38 -6.07 -0.66
C -1.36 -4.70 -0.61
O -1.45 -4.07 0.38
O -1.25 -4.19 -1.86
F -0.94 -7.60 -2.27
H 0.05 -5.39 -2.94
H -1.52 -5.09 -3.72
H -2.66 -6.61 -2.17
C 0.61 -4.54 -7.35
C 0.31 -5.62 -8.36
O -0.28 -6.63 -7.56
C -0.87 -6.01 -6.50
O -1.66 -6.50 -5.77
O -0.43 -4.75 -6.39
F 1.43 -6.11 -8.95
H 1.58 -4.71 -6.88
H 0.57 -3.53 -7.75
H -0.40 -5.33 -9.15
C 1.37 1.43 7.90
C 2.29 2.62 7.85
O 2.65 2.68 6.49
C 1.61 2.13 5.76
O 1.46 2.24 4.61
O 0.78 1.45 6.61
F 3.41 2.44 8.60
H 1.93 0.50 8.03
H 0.61 1.50 8.67
H 1.83 3.57 8.14
*
```

***

Entry 4:
Entry from the Open Molecules 2025 dataset: a single C25H31N3O4S molecule (ωB97M-V/def2-TZVPD).

Properties
**Frontier orbital gap**: 9.14 eV
**DFT total energy**: -49924.939 eV
**SMILES**: CC(C)N(C(=O)Cn1cc(S(=O)(=O)CC(=O)NCc2ccccc2)c2ccccc21)C(C)C
**Largest force on an atom**: 0.969 eV/A
**Energy above the lowest of the compared OMol25 structures with the same formula, charge and spin**: 22.2 kcal per mole
**HOMO level**: -8.64 eV

Structure (ORCA input):
```
! RIJCOSX wB97M-V def2-TZVPD def2/J DEFGRID3
* xyz 0 1
C -0.23 2.26 0.94
C 0.61 0.99 0.84
C 1.55 1.04 -0.36
N 1.33 0.72 2.08
C 1.19 -0.39 2.82
O 1.77 -0.57 3.88
C 0.23 -1.51 2.35
N 0.51 -2.04 1.04
C -0.41 -2.29 0.07
C 0.20 -2.77 -1.05
S -0.61 -3.10 -2.57
O 0.24 -3.87 -3.43
O -1.94 -3.61 -2.31
C -0.84 -1.44 -3.32
C -1.66 -0.61 -2.37
O -1.21 0.36 -1.79
N -2.92 -1.05 -2.24
C -3.84 -0.47 -1.27
C -3.90 1.03 -1.42
C -4.15 1.60 -2.66
C -4.20 2.97 -2.81
C -4.03 3.80 -1.71
C -3.80 3.24 -0.46
C -3.73 1.86 -0.32
C 1.60 -2.82 -0.78
C 2.71 -3.21 -1.52
C 3.95 -3.15 -0.92
C 4.09 -2.71 0.40
C 3.01 -2.32 1.16
C 1.75 -2.37 0.55
C 2.30 1.74 2.52
C 1.89 2.36 3.85
C 3.72 1.17 2.58
H -0.87 2.31 0.06
H -0.86 2.23 1.82
H 0.38 3.16 0.97
H -0.09 0.17 0.67
H 2.19 1.91 -0.34
H 0.94 1.07 -1.26
H 2.18 0.15 -0.40
H 0.32 -2.30 3.10
H -0.80 -1.14 2.36
H -1.45 -2.12 0.24
H -1.34 -1.61 -4.27
H 0.15 -1.01 -3.47
H -3.09 -2.01 -2.51
H -4.82 -0.90 -1.46
H -3.54 -0.72 -0.25
H -4.28 0.96 -3.52
H -4.39 3.40 -3.78
H -4.07 4.87 -1.82
H -3.65 3.88 0.40
H -3.54 1.43 0.65
H 2.58 -3.57 -2.54
H 4.83 -3.44 -1.47
H 5.08 -2.68 0.84
H 3.13 -2.00 2.18
H 2.28 2.52 1.75
H 1.91 1.61 4.64
H 2.57 3.16 4.11
H 0.88 2.76 3.79
H 4.42 1.97 2.77
H 3.98 0.70 1.63
H 3.79 0.44 3.37
*
```

***

Entry 5:
Entry from the Open Molecules 2025 dataset: a single C2H6N2O2 molecule at a distorted geometry (ωB97M-V/def2-TZVPD).

Properties
**Frontier orbital gap**: 10.22 eV
**DFT total energy**: -9243.200 eV
**SMILES**: N[C@H]1O[C@@H]1NO
**Largest force on an atom**: 2.955 eV/A
**Energy above the lowest of the compared OMol25 structures with the same formula, charge and spin**: 95.0 kcal per mole
**HOMO level**: -9.17 eV

Structure (ORCA input):
```
! RIJCOSX wB97M-V def2-TZVPD def2/J DEFGRID3
* xyz 0 1
N 0.66 1.35 -1.18
C 0.70 0.06 -0.67
O 1.55 -0.61 0.44
C 0.28 -0.19 0.73
N -0.77 -1.19 0.82
O -2.05 -0.52 0.71
H 0.71 2.05 -0.46
H 1.30 1.51 -1.95
H 0.62 -0.69 -1.45
H 0.17 0.68 1.40
H -0.75 -1.60 1.75
H -2.42 -0.83 -0.12
*
```

***

Entry 6:
Entry from the Open Molecules 2025 dataset: a molecular structure, C26H46AlClF5N2O6S3 at a distorted geometry (ωB97M-V/def2-TZVPD).

Properties
**Frontier orbital gap**: 7.69 eV
**DFT total energy**: -108195.267 eV
**Largest force on an atom**: 3.785 eV/A
**HOMO level**: -6.93 eV

Structure (ORCA input):
```
! RIJCOSX wB97M-V def2-TZVPD def2/J DEFGRID3
* xyz -1 1
C 5.40 1.06 0.43
C 6.69 0.42 -0.06
C 6.65 -0.24 -1.47
C 5.49 0.15 -2.35
N 4.22 -0.48 -1.98
C 3.13 -0.08 -2.88
C 1.76 -0.38 -2.20
C 0.91 0.89 -2.24
C -0.60 0.79 -2.01
C -1.15 0.18 -0.69
C -0.16 0.05 0.46
C 0.69 1.31 0.81
C -1.30 -1.36 -1.09
O -0.41 -2.12 -1.40
N -2.61 -1.80 -0.98
C -3.21 -0.94 0.04
O -4.60 -1.13 0.06
C -2.69 -1.47 1.44
C -3.79 -2.17 2.18
O -4.47 -1.68 3.08
Cl -4.02 -3.90 1.68
C -2.68 0.45 -0.41
C -3.22 1.41 0.71
C -2.28 2.21 1.60
C -1.65 3.45 0.97
S -2.74 4.85 0.93
O -2.13 5.82 0.09
O -4.09 4.50 0.64
O -2.62 5.38 2.42
C -3.45 0.71 -1.73
C -3.48 2.14 -2.31
C -3.00 2.22 -3.76
F -2.78 3.08 -1.59
C 4.33 -1.89 -1.90
S 4.47 -2.89 -3.14
S 4.33 -2.56 -0.21
C 2.60 -2.95 0.10
C 2.46 -4.22 0.95
C 1.75 -3.98 2.30
H 5.62 1.55 1.38
H 4.66 0.30 0.66
H 5.01 1.82 -0.22
H 7.51 1.13 -0.02
H 6.94 -0.36 0.66
H 7.55 0.08 -1.99
H 6.75 -1.32 -1.35
H 5.73 -0.04 -3.40
H 5.35 1.23 -2.26
H 3.20 -0.57 -3.85
H 3.22 1.00 -2.98
H 1.27 -1.13 -2.81
H 2.01 -0.72 -1.21
H 1.02 1.29 -3.25
H 1.38 1.63 -1.62
H -0.95 1.82 -2.03
H -1.04 0.33 -2.88
H -0.62 -0.24 1.39
H 0.54 -0.74 0.24
H 1.74 1.05 0.71
H 0.52 2.14 0.14
H 0.57 1.59 1.84
H -2.69 -2.80 -0.86
H -5.08 -0.30 0.03
H -2.45 -0.63 2.08
H -1.87 -2.17 1.36
H -3.90 2.13 0.27
H -3.85 0.85 1.39
H -1.54 1.61 2.12
H -2.90 2.59 2.41
H -0.83 3.75 1.61
H -1.22 3.29 0.00
H -3.49 5.27 2.84
H -4.48 0.42 -1.62
H -3.10 0.06 -2.52
H -4.51 2.48 -2.36
H -3.27 1.34 -4.33
H -3.53 3.05 -4.23
H -1.95 2.47 -3.83
H 2.05 -3.11 -0.82
H 2.09 -2.15 0.62
H 1.90 -4.97 0.41
H 3.44 -4.64 1.17
H 0.79 -4.47 2.34
H 1.58 -2.93 2.51
H 2.32 -4.39 3.12
F -4.66 -1.05 6.08
Al -4.65 -2.69 6.53
F -4.95 -2.81 8.20
F -3.13 -3.36 6.18
F -5.86 -3.53 5.68
*
```

***

Entry 7:
Entry from the Open Molecules 2025 dataset: a molecular structure, C19H13Br2I2N5O3SSn at a distorted geometry (ωB97M-V/def2-TZVPD).

Properties
**Frontier orbital gap (spin up / spin down)**: 4.45 / 6.21 eV
**DFT total energy**: -206444.517 eV
**Largest force on an atom**: 3.174 eV/A
**Energy above the lowest of the compared OMol25 structures with the same formula, charge and spin**: 23.6 kcal per mole
**HOMO level (spin up / spin down)**: -13.43 / -13.95 eV

Structure (ORCA input):
```
! RIJCOSX wB97M-V def2-TZVPD def2/J DEFGRID3
* xyz 2 1
Sn 0.36 0.61 -1.08
N 4.51 -1.36 6.43
C 4.17 -1.08 5.17
C 5.05 -1.38 4.09
C 4.73 -1.03 2.81
C 3.52 -0.39 2.55
C 2.61 -0.14 3.58
C 2.92 -0.47 4.87
S 3.21 0.35 0.97
O 2.89 1.75 1.22
O 4.24 0.08 0.03
N 1.80 -0.26 0.41
C 1.83 -1.59 0.32
N 2.62 -2.29 1.12
C 2.65 -3.60 1.02
C 1.85 -4.28 0.11
C 1.05 -3.48 -0.70
N 1.04 -2.17 -0.61
H 5.41 -1.75 6.65
H 3.89 -1.14 7.19
H 5.99 -1.86 4.31
H 5.40 -1.23 1.99
H 1.67 0.34 3.34
H 2.24 -0.24 5.68
H 3.33 -4.11 1.69
H 1.87 -5.35 0.03
H 0.40 -3.90 -1.46
Br -3.14 -2.89 -0.16
C -3.65 -1.09 -0.06
C -4.98 -0.71 -0.03
C -5.32 0.63 0.04
Br -7.14 1.08 0.17
C -4.32 1.66 0.02
C -4.59 3.04 0.05
C -3.54 3.92 0.00
C -2.24 3.43 -0.14
N -1.95 2.14 -0.19
C -2.96 1.27 -0.07
C -2.58 -0.13 -0.01
O -1.38 -0.48 0.07
H -5.75 -1.47 -0.06
H -5.61 3.39 0.11
H -3.69 4.99 0.03
H -1.41 4.13 -0.22
I 1.86 3.01 -0.38
I 0.71 4.86 -2.10
*
```

***

Entry 8:
Entry from the Open Molecules 2025 dataset: a single C5H4O2 molecule (ωB97M-V/def2-TZVPD).

Properties
**Frontier orbital gap**: 9.38 eV
**DFT total energy**: -9344.177 eV
**SMILES**: O=c1cccco1
**Largest force on an atom**: 0.451 eV/A
**Energy above the lowest of the compared OMol25 structures with the same formula, charge and spin**: 0.1 kcal per mole
**HOMO level**: -9.19 eV

Structure (ORCA input):
```
! RIJCOSX wB97M-V def2-TZVPD def2/J DEFGRID3
* xyz 0 1
O 2.30 -1.46 0.17
C 1.28 -0.83 0.06
C 1.14 0.61 -0.04
C -0.08 1.19 -0.08
C -1.27 0.38 -0.04
C -1.12 -0.95 0.02
O 0.08 -1.55 0.01
H 2.06 1.19 -0.04
H -0.18 2.27 -0.13
H -2.26 0.82 -0.03
H -1.93 -1.67 0.09
*
```

***

Entry 9:
Entry from the Open Molecules 2025 dataset: a molecular structure, C46H58GeN4O2RbS at a distorted geometry (ωB97M-V/def2-TZVPD).

Properties
**Frontier orbital gap**: 5.32 eV
**DFT total energy**: -126708.303 eV
**Largest force on an atom**: 1.563 eV/A
**Energy above the lowest of the compared OMol25 structures with the same formula, charge and spin**: 26.7 kcal per mole
**HOMO level**: -3.46 eV

Structure (ORCA input):
```
! RIJCOSX wB97M-V def2-TZVPD def2/J DEFGRID3
* xyz -1 1
Rb -0.33 0.43 0.03
C -2.70 -1.40 -2.78
C -1.63 -1.44 -3.70
C -1.14 -0.10 -3.83
C -1.95 0.70 -2.99
C -2.91 -0.09 -2.33
C -4.09 0.39 -1.52
C -4.44 -0.61 -0.41
C -3.83 1.75 -0.88
C -5.31 0.53 -2.45
C -0.10 0.56 -4.74
C -0.71 0.86 -6.12
C 0.35 1.91 -4.15
C 1.19 -0.24 -4.93
C -1.22 -2.76 -4.37
C -1.21 -2.67 -5.90
C -2.24 -3.87 -4.04
C 0.13 -3.28 -3.86
H -3.30 -2.24 -2.47
H -1.90 1.78 -2.92
H -3.59 -0.77 0.25
H -4.72 -1.58 -0.84
H -5.28 -0.25 0.19
H -3.00 1.69 -0.17
H -4.71 2.09 -0.33
H -3.59 2.50 -1.63
H -5.53 -0.42 -2.94
H -5.10 1.27 -3.23
H -6.20 0.86 -1.90
H -1.58 1.51 -6.02
H -1.03 -0.05 -6.61
H 0.02 1.36 -6.77
H -0.45 2.65 -4.16
H 1.17 2.32 -4.75
H 0.70 1.79 -3.13
H 1.02 -1.18 -5.45
H 1.64 -0.46 -3.95
H 1.91 0.34 -5.51
H -2.17 -2.28 -6.26
H -1.06 -3.67 -6.34
H -0.42 -2.03 -6.28
H -3.23 -3.62 -4.40
H -2.29 -4.06 -2.97
H -1.92 -4.80 -4.53
H 0.92 -2.53 -3.91
H 0.45 -4.16 -4.44
H 0.03 -3.59 -2.82
C 2.23 1.97 4.01
C 1.13 2.14 2.99
N 0.21 1.26 2.84
N 0.37 0.11 3.52
C -0.55 -0.90 3.55
N 0.01 -2.08 3.94
S -2.17 -0.71 3.26
C 1.15 3.28 2.07
C 2.26 4.13 2.01
C 2.29 5.16 1.08
C 1.21 5.34 0.24
C 0.15 4.45 0.36
N 0.11 3.45 1.24
H 1.85 1.44 4.88
H 3.06 1.40 3.59
H 2.59 2.94 4.34
H 1.32 -0.18 3.71
H 0.92 -2.28 3.51
H -0.63 -2.85 3.93
H 3.12 3.97 2.64
H 3.16 5.81 1.02
H 1.19 6.13 -0.50
H -0.72 4.54 -0.28
O 2.03 -0.04 1.15
C 1.96 -1.28 1.02
O 2.05 -2.12 1.96
C 1.73 -1.83 -0.41
C 1.27 -3.28 -0.38
Ge 2.53 -4.41 0.64
C 4.38 -3.75 0.85
C 4.86 -3.38 2.10
C 6.17 -2.94 2.27
C 7.02 -2.86 1.17
C 6.55 -3.21 -0.09
C 5.24 -3.65 -0.24
C 1.95 -5.23 2.34
C 2.85 -5.97 3.09
C 2.47 -6.59 4.27
C 1.15 -6.49 4.71
C 0.23 -5.77 3.96
C 0.63 -5.15 2.78
C 2.68 -5.99 -0.60
C 2.42 -7.29 -0.18
C 2.38 -8.35 -1.08
C 2.60 -8.12 -2.43
C 2.87 -6.83 -2.87
C 2.90 -5.78 -1.96
H 2.69 -1.74 -0.92
H 1.02 -1.18 -0.92
H 1.19 -3.69 -1.38
H 0.27 -3.34 0.08
H 4.19 -3.41 2.95
H 6.53 -2.66 3.25
H 8.04 -2.52 1.29
H 7.20 -3.14 -0.95
H 4.89 -3.93 -1.23
H 3.88 -6.07 2.75
H 3.19 -7.16 4.84
H 0.85 -6.97 5.63
H -0.80 -5.71 4.28
H -0.09 -4.60 2.19
H 2.24 -7.48 0.87
H 2.16 -9.35 -0.73
H 2.56 -8.94 -3.14
H 3.04 -6.64 -3.92
H 3.09 -4.78 -2.34
*
```

***

Entry 10:
Entry from the Open Molecules 2025 dataset: a single C20H31N5O4 molecule (ωB97M-V/def2-TZVPD).

Properties
**Frontier orbital gap**: 8.89 eV
**DFT total energy**: -36883.164 eV
**SMILES**: CC(C)Cn1[nH]c(CC(=O)N2CC(CN(C)C(=O)CC(=O)NC3CC3)C2)cc1=O
**Largest force on an atom**: 0.163 eV/A
**Energy above the lowest of the compared OMol25 structures with the same formula, charge and spin**: 33.7 kcal per mole
**HOMO level**: -8.54 eV

Structure (ORCA input):
```
! RIJCOSX wB97M-V def2-TZVPD def2/J DEFGRID3
* xyz 0 1
C 1.33 3.96 -1.11
C 2.33 2.92 -1.61
C 1.70 1.54 -1.75
C 3.60 2.88 -0.75
N 3.57 1.97 0.37
N 2.62 2.14 1.39
C 2.63 0.94 2.11
C 1.86 0.86 3.39
C 1.75 -0.59 3.82
O 2.59 -1.13 4.52
N 0.69 -1.25 3.34
C -0.45 -0.92 2.47
C -0.88 -2.42 2.57
C -0.84 -3.19 1.26
N -2.07 -3.08 0.49
C -3.08 -4.07 0.80
C -2.18 -2.10 -0.43
O -1.29 -1.27 -0.57
C -3.45 -2.09 -1.28
C -3.59 -1.08 -2.41
O -4.39 -1.31 -3.30
N -2.88 0.06 -2.32
C -2.95 1.06 -3.35
C -2.05 2.24 -3.23
C -1.81 1.22 -4.31
C 0.35 -2.66 3.49
C 3.36 0.01 1.48
C 3.96 0.64 0.30
O 4.63 0.17 -0.61
H 0.94 3.68 -0.13
H 1.79 4.95 -1.04
H 0.48 4.04 -1.80
H 2.67 3.24 -2.60
H 1.26 1.21 -0.80
H 0.90 1.56 -2.49
H 2.43 0.79 -2.05
H 4.44 2.53 -1.34
H 3.85 3.88 -0.38
H 2.80 2.97 1.95
H 2.40 1.40 4.18
H 0.88 1.33 3.26
H -1.15 -0.21 2.92
H -0.17 -0.60 1.47
H -1.83 -2.57 3.08
H 0.00 -2.85 0.65
H -0.69 -4.26 1.48
H -3.99 -3.92 0.22
H -2.71 -5.08 0.58
H -3.35 -4.02 1.85
H -3.61 -3.07 -1.73
H -4.30 -1.91 -0.62
H -2.10 0.05 -1.68
H -3.95 1.20 -3.72
H -2.44 3.21 -3.50
H -1.36 2.25 -2.39
H -0.97 0.55 -4.18
H -2.04 1.49 -5.33
H 1.10 -3.34 3.09
H 0.13 -2.95 4.52
H 3.51 -1.01 1.76
*
```